#w
ORCA calculation (ωB97M-V with the def2-TZVPD basis set) on one molecule with the formula C4H10FN.

Calculated values
Multiplicity: 1
Net charge: 0
Gap between HOMO and LUMO: 10.076 eV

Geometry (Å):
C 0.902 -1.323 1.717
N 0.611 -0.229 0.844
C -0.622 -0.187 0.242
C -0.814 0.931 -0.754
C 0.046 0.850 -1.979
F -0.570 2.117 -0.104
H 0.236 -1.457 2.571
H 1.920 -1.278 2.058
H 0.874 -2.248 1.105
H 0.771 0.541 1.385
H -1.474 -0.225 0.925
H -0.838 -0.995 -0.448
H -1.819 1.023 -0.823
H -0.233 1.779 -2.573
H -0.030 -0.144 -2.566
H 1.041 0.844 -1.601

natural (NBO) population analysis, charges in e, atoms 1 to 4: C -0.41; N -0.62; C -0.23; C 0.20

=====

#x
ORCA calculation (ωB97M-V with the def2-TZVPD basis set) on one molecule with the formula C4H10FN.

Calculated values
Multiplicity: 1
Net charge: 0
Gap between HOMO and LUMO: 10.219 eV

Geometry (Å):
C 0.258 -1.009 1.093
C -0.487 0.165 0.541
C -0.796 -0.076 -0.892
N 0.404 -0.803 -1.672
C 0.382 1.421 0.725
F 0.045 2.472 -0.081
H 0.713 -0.796 2.035
H -0.514 -1.756 1.205
H 0.875 -1.607 0.508
H -1.404 0.330 1.151
H -1.773 -0.625 -1.037
H -0.802 0.800 -1.479
H 0.962 0.001 -1.956
H 0.225 -1.414 -2.436
H 1.428 1.218 0.482
H 0.484 1.678 1.813

natural (NBO) population analysis, charges in e, atoms 1 to 4: C -0.62; C -0.29; C -0.21; N -0.89

=====

#y
ORCA calculation (ωB97M-V with the def2-TZVPD basis set) on a 2-piece molecular cluster, C4H10FN overall.

Calculated values
Multiplicity: 1
Net charge: 0
Gap between HOMO and LUMO (alpha / beta): 6.262 / 6.252 eV

Geometry (Å):
C 1.406 0.615 -0.659
C -0.014 0.449 1.500
C -0.143 -1.358 -0.488
C -0.015 0.202 -0.084
N -0.940 0.895 -0.962
F -3.387 -0.223 -0.425
H 1.305 0.221 -1.643
H 1.679 1.591 -0.577
H 2.042 0.031 0.048
H -0.992 0.143 1.945
H 0.307 1.414 1.605
H 0.714 -0.236 1.961
H -0.224 -1.689 -1.537
H 0.822 -1.641 -0.168
H -0.989 -1.925 -0.058
H -1.570 1.512 -0.458

natural (NBO) population analysis, charges in e, atoms 1 to 4: C -0.56; C -0.63; C -0.58; C 0.06

=====

Here are the energies relative to the best structure, in hartree: #w 0.0000; #x 0.0073; #y 0.1935.

=====

#w
ORCA calculation (ωB97M-V with the def2-TZVPD basis set) on a 2-piece molecular cluster, C6H16 overall.

Calculated values
Multiplicity: 1
Net charge: 0
Gap between HOMO and LUMO: 11.799 eV

Geometry (Å):
C 1.118 -1.086 0.514
C 2.257 -0.475 1.150
C 2.272 1.055 1.320
H 0.202 -1.138 1.117
H 0.830 -0.406 -0.338
H 1.434 -2.010 0.014
H 2.595 -0.930 2.072
H 3.079 -0.495 0.431
H 3.122 1.430 1.974
H 1.358 1.348 1.938
H 2.267 1.494 0.319
C -1.387 -0.596 -1.926
C -1.452 0.100 -0.553
C -2.750 0.913 -0.445
H -1.140 0.151 -2.701
H -0.651 -1.414 -1.810
H -2.375 -0.968 -1.987
H -1.466 -0.591 0.315
H -0.581 0.728 -0.361
H -2.504 1.875 -0.027
H -3.449 0.309 0.110
H -3.062 1.153 -1.426

natural (NBO) population analysis, charges in e, atoms 1 to 4: C -0.61; C -0.41; C -0.60; H 0.20

=====

#x
ORCA calculation (ωB97M-V with the def2-TZVPD basis set) on a 2-piece molecular cluster, C6H16 overall.

Calculated values
Multiplicity: 1
Net charge: 0
Gap between HOMO and LUMO: 12.513 eV

Geometry (Å):
C 0.947 -1.096 -1.560
C 2.087 -0.311 -0.893
C 2.274 -0.846 0.532
H -0.046 -0.851 -1.164
H 1.000 -2.182 -1.543
H 0.820 -0.727 -2.587
H 2.989 -0.518 -1.465
H 1.822 0.743 -0.903
H 2.918 -1.724 0.458
H 2.819 -0.158 1.192
H 1.344 -1.035 1.063
C -2.470 -0.132 0.025
C -1.616 0.519 1.107
C -1.108 1.937 0.773
H -3.122 -0.847 0.539
H -2.002 -0.649 -0.802
H -3.117 0.655 -0.359
H -2.130 0.525 2.071
H -0.704 -0.042 1.344
H -1.852 2.716 0.653
H -0.427 2.187 1.592
H -0.424 1.834 -0.073

natural (NBO) population analysis, charges in e, atoms 1 to 4: C -0.61; C -0.40; C -0.61; H 0.20

=====

#y
ORCA calculation (ωB97M-V with the def2-TZVPD basis set) on a 2-piece molecular cluster, C6H16 overall.

Calculated values
Multiplicity: 1
Net charge: 0
Gap between HOMO and LUMO: 11.911 eV

Geometry (Å):
C -1.991 1.677 1.036
C -1.989 0.184 0.857
C -0.966 -0.709 1.580
H -1.217 2.117 0.434
H -2.930 2.222 0.997
H -1.576 2.009 1.999
H -1.890 -0.111 -0.195
H -2.984 -0.245 0.970
H -0.785 -1.517 0.891
H -1.391 -1.188 2.464
H -0.054 -0.263 1.969
C 1.910 0.876 -1.042
C 1.833 -0.623 -0.638
C 1.099 -1.446 -1.709
H 1.713 0.960 -2.110
H 2.960 1.138 -0.925
H 1.285 1.554 -0.471
H 2.798 -1.109 -0.499
H 1.328 -0.614 0.326
H 1.777 -1.472 -2.564
H 0.908 -2.420 -1.315
H 0.161 -1.018 -2.055

natural (NBO) population analysis, charges in e, atoms 1 to 4: C -0.62; C -0.41; C -0.61; H 0.21

=====

#z
ORCA calculation (ωB97M-V with the def2-TZVPD basis set) on a 2-piece molecular cluster, C6H16 overall.

Calculated values
Multiplicity: 1
Net charge: 0
Gap between HOMO and LUMO: 11.790 eV

Geometry (Å):
C 0.260 -0.034 2.828
C 0.581 0.118 1.308
C 0.001 1.458 0.670
C 2.144 -0.098 1.159
H -0.085 -1.049 3.210
H -0.501 0.742 3.125
H 1.201 0.157 3.433
H -0.020 -0.817 0.872
H 0.997 2.069 0.471
H -0.586 1.323 -0.219
H -0.638 2.049 1.196
H 2.250 -1.101 1.009
H 2.680 0.602 0.607
H 2.500 0.100 2.194
C -1.638 -0.232 -2.221
C -1.017 -1.150 -3.246
H -2.699 -0.042 -2.538
H -1.767 -0.684 -1.228
H -1.121 0.711 -2.096
H -0.759 -0.459 -4.171
H -1.709 -1.980 -3.457
H -0.072 -1.685 -2.904

natural (NBO) population analysis, charges in e, atoms 1 to 4: C -0.61; C -0.21; C -0.61; C -0.61

=====

Here are the energies relative to the best structure, in hartree: #w 0.0299; #x 0.0000; #y 0.0147; #z 0.0528.

=====

#w
ORCA calculation (ωB97M-V with the def2-TZVPD basis set) on a 2-piece molecular cluster, C6H16 overall.

Calculated values
Multiplicity: 1
Net charge: 0
Gap between HOMO and LUMO: 12.274 eV

Geometry (Å):
C 1.759 4.382 0.963
C 1.741 2.913 1.436
C 0.853 2.721 2.664
H 0.761 4.829 0.821
H 2.302 4.422 0.004
H 2.311 4.984 1.705
H 1.286 2.399 0.567
H 2.758 2.500 1.576
H 0.543 1.680 2.856
H -0.049 3.331 2.489
H 1.369 3.105 3.561
C -1.016 -3.064 -2.878
C -1.605 -2.859 -1.458
C -1.744 -4.124 -0.690
H -1.451 -3.861 -3.504
H 0.060 -3.268 -2.745
H -1.129 -2.102 -3.406
H -0.920 -2.203 -0.886
H -2.597 -2.369 -1.485
H -2.163 -4.076 0.329
H -0.716 -4.521 -0.629
H -2.354 -4.820 -1.290

natural (NBO) population analysis, charges in e, atoms 1 to 4: C -0.60; C -0.40; C -0.61; H 0.20

=====

#x
ORCA calculation (ωB97M-V with the def2-TZVPD basis set) on a 2-piece molecular cluster, C6H16 overall.

Calculated values
Multiplicity: 1
Net charge: 0
Gap between HOMO and LUMO: 12.115 eV

Geometry (Å):
C 1.149 -1.153 -1.083
C 0.796 0.271 -1.483
C 0.641 1.177 -0.230
C 1.763 0.890 -2.503
H 0.295 -1.706 -0.694
H 1.928 -1.112 -0.322
H 1.572 -1.737 -1.906
H -0.212 0.287 -1.911
H -0.233 1.830 -0.261
H 0.687 0.588 0.681
H 1.464 1.900 -0.190
H 2.602 1.334 -1.977
H 2.059 0.104 -3.199
H 1.285 1.667 -3.093
C -2.348 -1.143 2.856
C -1.798 0.057 2.099
H -2.001 -2.046 2.356
H -1.973 -1.272 3.880
H -3.433 -1.152 2.966
H -2.536 0.698 1.626
H -1.067 -0.252 1.353
H -1.171 0.750 2.661

natural (NBO) population analysis, charges in e, atoms 1 to 4: C -0.60; C -0.22; C -0.61; C -0.60

=====

#y
ORCA calculation (ωB97M-V with the def2-TZVPD basis set) on a 2-piece molecular cluster, C6H16 overall.

Calculated values
Multiplicity: 1
Net charge: 0
Gap between HOMO and LUMO: 12.159 eV

Geometry (Å):
C 0.676 -1.856 1.303
C 1.018 -1.862 -0.181
C 0.516 -3.188 -0.867
H -0.313 -2.240 1.538
H 1.479 -2.282 1.901
H 0.522 -0.849 1.708
H 2.099 -1.870 -0.285
H 0.621 -1.026 -0.752
H 1.364 -3.729 -1.300
H -0.056 -2.914 -1.755
H 0.044 -3.846 -0.143
C 0.100 3.296 -0.320
C -1.034 2.322 -0.590
C -1.305 1.344 0.566
H 1.017 2.753 -0.048
H -0.107 4.061 0.425
H 0.387 3.834 -1.226
H -1.934 2.950 -0.593
H -1.029 1.873 -1.567
H -2.347 1.098 0.745
H -0.756 0.417 0.359
H -0.804 1.687 1.463

natural (NBO) population analysis, charges in e, atoms 1 to 4: C -0.62; C -0.40; C -0.61; H 0.21

=====

Here are the energies relative to the best structure, in hartree: #w 0.0000; #x 0.0052; #y 0.0126.

=====

#w
ORCA calculation (ωB97M-V with the def2-TZVPD basis set) on a 2-piece molecular cluster, C6H16 overall.

Calculated values
Multiplicity: 1
Net charge: 0
Gap between HOMO and LUMO: 11.551 eV

Geometry (Å):
C -1.298 -1.008 -0.925
C -0.879 -0.994 0.557
C -1.970 -0.568 1.563
C -0.074 -2.301 0.773
H -1.908 -0.034 -1.244
H -2.128 -1.702 -1.042
H -0.404 -1.094 -1.632
H -0.070 -0.252 0.467
H -2.596 0.145 1.014
H -2.382 -1.545 1.942
H -1.325 -0.190 2.383
H 0.265 -2.680 -0.167
H 0.698 -2.032 1.491
H -0.821 -3.035 1.084
C 1.427 2.783 -0.637
C 2.543 1.846 -1.124
H 1.532 3.834 -1.039
H 0.463 2.421 -0.982
H 1.548 2.736 0.473
H 3.436 2.550 -1.381
H 2.882 1.130 -0.525
H 2.316 1.207 -2.086

natural (NBO) population analysis, charges in e, atoms 1 to 4: C -0.61; C -0.21; C -0.63; C -0.61

=====

#x
ORCA calculation (ωB97M-V with the def2-TZVPD basis set) on a 2-piece molecular cluster, C6H16 overall.

Calculated values
Multiplicity: 1
Net charge: 0
Gap between HOMO and LUMO: 12.217 eV

Geometry (Å):
C -1.299 -0.570 1.887
C -0.414 -1.877 1.845
C -0.112 -2.530 0.441
H -2.173 -0.557 1.190
H -1.722 -0.429 2.917
H -0.593 0.259 1.640
H 0.662 -1.632 2.239
H -0.812 -2.643 2.464
H -0.970 -2.910 -0.046
H 0.347 -1.706 -0.222
H 0.603 -3.443 0.509
C 1.708 1.282 -1.686
C 0.740 1.902 -0.774
C -0.623 1.798 -1.589
H 2.776 1.226 -1.400
H 1.560 1.772 -2.679
H 1.525 0.191 -1.774
H 0.637 1.467 0.283
H 0.958 2.918 -0.682
H -1.458 2.561 -1.269
H -0.342 2.102 -2.589
H -1.001 0.795 -1.327

natural (NBO) population analysis, charges in e, atoms 1 to 4: C -0.62; C -0.39; C -0.61; H 0.21

=====

Here are the energies relative to the best structure, in hartree: #w 0.0170; #x 0.0000.